Record 1
# C57H37I4IrN7O5S

C57H37I4IrN7O5S as an isolated structure at a distorted geometry (ωB97M-V with the def2-TZVPD basis set, the Open Molecules 2025 dataset).

Output
HOMO-LUMO gap (spin up / spin down) = 0.1414 / 0.1452 Eh
net charge = 0
2S+1 = 2
E = -126442.59270 eV

XYZ file:
```
112
Properties=species:S:1:pos:R:3:forces:R:3:lowdin_charge:R:1
Ir -0.530 -1.752 -0.097 1.18 2.07 1.04 1.357
I 7.719 -2.645 -5.386 -0.06 0.01 0.06 0.842
C 5.944 -2.449 -4.296 0.06 0.04 -0.10 -0.743
C 5.637 -3.365 -3.304 -0.07 -0.05 0.10 -0.148
C 4.446 -3.241 -2.601 0.01 -0.12 -0.06 -0.035
C 3.540 -2.213 -2.873 -0.08 -0.10 0.11 -0.181
C 3.891 -1.291 -3.864 0.11 0.04 0.07 -0.029
C 5.080 -1.402 -4.577 -0.15 -0.01 0.05 -0.146
C 2.291 -2.070 -2.072 -0.20 -0.01 -0.23 -0.085
C 2.417 -2.103 -0.617 0.29 0.20 0.29 -0.211
C 3.576 -1.960 0.186 -0.08 0.10 -0.16 -0.020
C 3.176 -1.810 1.517 0.02 0.06 -0.01 -0.009
C 1.782 -1.915 1.539 0.24 -0.26 -0.27 -0.274
C 0.747 -1.611 2.480 0.25 -0.74 0.25 -0.095
C -0.548 -2.231 2.335 -0.13 -0.27 -0.11 -0.266
C -0.680 -3.466 1.649 -0.47 -0.17 0.04 -0.111
C -1.923 -4.128 1.583 0.16 -0.01 -0.04 -0.149
C -3.033 -3.567 2.167 -0.08 -0.15 -0.05 -0.744
I -4.871 -4.547 2.058 0.06 0.07 0.00 0.895
C -2.928 -2.358 2.865 0.06 0.18 0.05 -0.138
C -1.718 -1.715 2.952 -0.16 0.25 -0.11 -0.014
C 0.765 -0.232 2.893 -0.03 0.49 0.12 -0.223
N 0.512 0.652 1.870 -0.24 0.33 -0.08 0.030
C 0.754 1.954 2.320 0.19 0.02 -0.26 -0.209
C 0.608 3.044 1.379 -0.91 -0.59 -0.78 0.003
C 1.675 4.030 1.217 0.10 0.46 0.20 -0.125
C 1.714 5.031 0.220 -0.01 -0.14 0.18 -0.015
C 2.739 5.958 0.142 -0.03 0.00 0.00 -0.147
C 3.780 5.925 1.055 0.08 0.04 0.03 -0.744
I 5.296 7.355 0.977 -0.05 -0.06 -0.01 0.863
C 3.817 4.923 2.015 -0.06 -0.03 -0.03 -0.147
C 2.798 3.992 2.079 -0.17 0.02 -0.07 -0.017
C -0.608 2.922 0.559 2.36 0.70 -0.33 -0.151
C -0.888 3.874 -0.544 -0.35 -0.16 0.32 -0.050
C -0.882 3.469 -1.820 -0.20 -0.02 -0.43 -0.012
C -0.935 2.074 -2.147 -0.14 0.19 0.39 -0.138
N -0.943 1.450 0.178 -0.22 -0.27 0.73 0.003
C -0.608 1.488 -3.353 0.27 0.13 0.29 -0.099
C -0.687 0.145 -3.647 -0.46 -0.27 -0.69 -0.187
C 0.091 -0.613 -4.606 0.19 -0.02 0.16 -0.005
C 0.892 -1.586 -4.125 -0.06 0.16 0.15 -0.014
C 1.103 -1.705 -2.672 0.32 -0.01 -0.01 -0.190
N 0.088 -1.236 -1.866 -0.54 0.95 0.27 -0.111
C 0.015 2.345 -4.406 -0.10 -0.05 -0.10 -0.184
C 1.398 2.349 -4.558 0.07 0.06 -0.02 -0.011
C 1.996 3.088 -5.571 -0.08 -0.02 0.08 -0.138
C 1.196 3.836 -6.425 0.07 0.08 -0.02 -0.735
I 2.088 4.939 -7.964 -0.04 -0.03 0.07 0.854
C -0.181 3.870 -6.268 -0.05 -0.04 0.11 -0.141
C -0.768 3.114 -5.258 -0.06 0.04 -0.08 -0.012
C 1.093 1.857 3.657 -0.12 -0.04 0.13 -0.015
C 1.096 0.486 4.012 0.00 0.26 0.18 0.006
N 1.361 -2.122 0.239 0.16 -0.38 0.05 -0.095
H 6.319 -4.176 -3.078 -0.05 0.02 -0.01 0.093
H 4.211 -3.965 -1.829 0.00 0.04 -0.04 0.121
H 3.239 -0.450 -4.061 -0.02 -0.03 -0.02 0.103
H 5.329 -0.670 -5.336 -0.02 -0.05 0.05 0.093
H 4.587 -1.911 -0.193 -0.08 -0.07 0.05 0.104
H 3.813 -1.664 2.380 -0.08 -0.01 -0.15 0.109
H 0.215 -4.006 1.370 -0.01 0.06 -0.15 0.125
H -1.986 -5.091 1.092 0.02 0.06 -0.01 0.104
H -3.804 -1.935 3.342 0.06 -0.01 -0.01 0.098
H -1.641 -0.788 3.511 -0.01 -0.06 -0.02 0.120
H 0.947 5.075 -0.529 0.00 0.06 -0.02 0.078
H 2.718 6.712 -0.635 0.00 -0.06 0.03 0.097
H 4.643 4.866 2.713 -0.03 -0.03 -0.04 0.096
H 2.885 3.202 2.807 -0.02 -0.01 0.04 0.095
H -1.026 4.909 -0.267 0.07 -0.03 0.04 0.121
H -0.894 4.200 -2.626 0.01 -0.03 0.11 0.123
H 0.072 -0.361 -5.662 -0.06 -0.09 0.08 0.125
H 1.477 -2.219 -4.776 0.03 0.02 0.04 0.121
H 2.013 1.771 -3.875 -0.06 0.00 -0.06 0.123
H 3.073 3.085 -5.687 -0.06 -0.01 0.00 0.095
H -0.795 4.478 -6.921 0.03 -0.07 0.01 0.093
H -1.846 3.119 -5.132 0.09 0.00 0.00 0.109
H 1.252 2.693 4.324 0.09 -0.08 -0.13 0.118
H 1.329 0.069 4.981 0.01 0.00 -0.13 0.114
O -2.619 -1.364 -0.717 0.28 -0.35 -0.40 -0.373
S -2.472 -1.819 -2.117 -0.27 -0.03 -0.82 0.573
O -3.456 -1.387 -3.042 -0.11 0.08 0.27 -0.205
O -1.051 -0.670 -2.550 0.62 -1.28 -0.20 -0.260
O -1.843 -3.096 -2.264 -0.19 0.10 0.20 -0.238
C -2.848 6.912 -4.231 -0.04 -0.10 0.05 -0.048
C -3.565 5.663 -3.780 -0.01 0.10 -0.04 -0.289
C -3.767 5.394 -2.432 -0.03 -0.04 0.05 -0.048
C -4.395 4.233 -1.998 0.00 0.05 0.10 -0.018
C -4.843 3.297 -2.925 -0.10 0.03 0.12 -0.230
N -5.534 2.110 -2.591 0.28 0.00 0.00 0.142
C -5.955 1.598 -1.381 -0.24 0.00 0.11 -0.519
O -7.017 1.009 -1.291 0.26 0.09 -0.02 0.074
N -5.156 1.775 -0.264 0.16 0.20 0.05 0.136
C -3.744 1.764 -0.158 -0.22 -0.21 -1.20 -0.242
C -3.165 2.220 1.021 1.27 -0.06 0.52 0.071
C -1.759 2.098 1.238 -2.27 -0.85 0.41 -0.091
C 0.074 0.373 0.510 -0.49 -1.24 0.02 -0.009
N -1.548 1.274 -1.091 0.09 0.70 -0.55 -0.007
C -2.941 1.271 -1.151 -0.08 0.49 0.52 0.026
C -4.680 3.575 -4.282 0.03 -0.10 -0.10 -0.027
C -4.054 4.738 -4.698 -0.01 -0.01 0.02 -0.062
H -3.052 7.746 -3.558 0.01 -0.02 -0.03 0.077
H -3.154 7.200 -5.238 0.01 0.00 0.03 0.077
H -1.766 6.756 -4.247 -0.02 0.01 -0.01 0.077
H -3.449 6.121 -1.689 0.02 -0.08 -0.05 0.116
H -4.561 4.084 -0.939 0.03 0.00 -0.10 0.106
H -6.103 1.741 -3.334 -0.14 -0.03 -0.08 0.146
H -5.648 1.492 0.566 -0.09 -0.16 0.06 0.148
H -3.769 2.575 1.847 0.06 0.07 -0.07 0.126
H -1.492 1.788 2.240 0.35 0.13 0.07 0.156
H 0.907 0.540 -0.165 -0.02 0.05 -0.29 0.133
H -3.329 0.918 -2.100 0.01 -0.08 0.14 0.131
H -5.069 2.877 -5.019 0.07 0.04 0.06 0.118
H -3.961 4.938 -5.761 0.02 -0.03 0.04 0.115
```
Forces are in eV/Å.


Record 2
# C57H40F10HfOP3S4Sb

C57H40F10HfOP3S4Sb as an isolated structure (ωB97M-V with the def2-TZVPD basis set, the Open Molecules 2025 dataset).

Output
HOMO-LUMO gap (spin up / spin down) = 0.2781 / 0.2444 Eh
net charge = +1
ΔE to the lowest compared entry with this formula, charge and spin = 0.0 kJ/mol
2S+1 = 2
E = -168035.34200 eV

XYZ file:
```
117
Properties=species:S:1:pos:R:3:forces:R:3:lowdin_charge:R:1
Hf 0.693 -1.319 0.857 -0.04 -0.28 -0.48 0.774
O -0.076 -1.339 2.807 -0.10 0.12 0.26 -0.742
S -0.539 0.026 3.384 0.02 -0.07 -0.10 1.039
C 0.673 0.276 4.666 -0.07 -0.04 0.05 -0.347
C 0.510 -0.034 6.005 -0.01 -0.01 0.04 -0.057
C 1.531 0.264 6.898 -0.01 -0.01 0.03 -0.043
C 2.694 0.860 6.442 0.02 0.01 0.00 -0.037
C 2.876 1.093 5.084 0.03 -0.01 0.03 -0.070
C 1.886 0.776 4.162 0.09 0.07 0.03 -0.322
P 2.196 0.879 2.340 -0.18 0.00 0.04 1.046
C 1.875 2.645 1.999 0.08 0.05 0.06 -0.345
C 0.578 3.036 1.663 -0.04 -0.05 -0.05 -0.111
C 0.286 4.377 1.451 -0.04 0.00 -0.04 -0.072
C 1.285 5.334 1.553 0.01 0.03 0.01 -0.072
C 2.576 4.952 1.891 0.00 0.00 0.00 -0.065
C 2.868 3.617 2.127 -0.01 -0.01 -0.04 -0.082
C 3.979 0.637 2.111 0.03 0.00 -0.14 -0.414
C 4.511 1.135 0.918 0.03 -0.01 0.08 -0.136
C 5.814 0.842 0.551 -0.01 0.00 -0.01 -0.065
C 6.595 0.028 1.359 0.04 0.00 -0.04 -0.062
C 6.064 -0.497 2.527 0.01 -0.04 0.05 -0.064
C 4.760 -0.203 2.899 0.02 0.04 0.02 -0.142
C -2.149 -0.378 4.035 0.03 0.04 0.08 -0.345
C -2.593 0.063 5.274 0.01 0.00 0.02 -0.074
C -3.854 -0.310 5.717 -0.01 0.00 0.01 -0.048
C -4.652 -1.114 4.922 -0.01 0.00 -0.01 -0.043
C -4.231 -1.464 3.645 -0.01 -0.03 0.00 -0.080
C -2.993 -1.067 3.147 -0.10 0.02 0.02 -0.326
P -2.640 -1.177 1.327 0.20 -0.03 0.06 1.083
C -3.507 0.323 0.753 0.01 0.03 -0.06 -0.359
C -4.617 0.901 1.369 -0.06 0.00 0.02 -0.069
C -5.211 2.032 0.828 -0.05 0.00 0.04 -0.067
C -4.709 2.598 -0.337 0.00 0.03 -0.04 -0.064
C -3.603 2.034 -0.956 -0.02 0.03 0.01 -0.061
C -3.001 0.910 -0.407 -0.05 0.08 0.04 -0.107
C -3.683 -2.562 0.786 -0.08 0.08 -0.11 -0.395
C -3.420 -3.841 1.276 0.00 -0.04 0.02 -0.136
C -4.108 -4.935 0.775 0.01 -0.01 0.03 -0.070
C -5.050 -4.764 -0.232 0.00 0.01 -0.01 -0.073
C -5.306 -3.496 -0.731 -0.02 0.00 -0.01 -0.072
C -4.625 -2.395 -0.227 -0.05 -0.04 0.04 -0.085
H -0.385 -0.521 6.361 -0.01 0.02 -0.01 0.107
H 1.410 0.031 7.949 0.00 0.00 -0.07 0.119
H 3.479 1.122 7.140 -0.03 -0.01 -0.03 0.119
H 3.812 1.512 4.736 -0.02 -0.01 0.00 0.115
H -0.203 2.296 1.551 0.05 0.04 -0.02 0.068
H -0.726 4.668 1.192 0.06 -0.02 0.01 0.110
H 1.059 6.379 1.372 0.01 -0.05 0.01 0.111
H 3.361 5.693 1.974 -0.03 -0.02 0.00 0.113
H 3.879 3.336 2.391 0.02 -0.03 0.00 0.109
H 3.907 1.754 0.267 -0.04 0.02 0.02 0.082
H 6.215 1.252 -0.368 -0.01 -0.02 0.04 0.107
H 7.614 -0.205 1.075 -0.04 0.01 0.01 0.111
H 6.665 -1.145 3.154 -0.04 0.03 -0.03 0.113
H 4.359 -0.646 3.800 -0.02 -0.01 0.03 0.088
H -1.978 0.699 5.892 0.01 -0.01 -0.01 0.107
H -4.200 0.024 6.687 0.01 -0.02 -0.03 0.118
H -5.625 -1.434 5.273 0.05 0.01 -0.02 0.118
H -4.896 -2.026 3.000 0.01 0.00 0.01 0.116
H -5.035 0.474 2.272 0.03 0.01 -0.02 0.098
H -6.073 2.471 1.316 0.05 -0.03 -0.03 0.110
H -5.181 3.477 -0.761 0.02 -0.04 0.03 0.111
H -3.202 2.467 -1.864 -0.02 0.00 0.03 0.101
H -2.129 0.490 -0.881 0.05 -0.01 0.03 0.060
H -2.673 -3.987 2.049 0.00 0.02 -0.01 0.101
H -3.903 -5.925 1.165 0.00 0.04 -0.01 0.110
H -5.582 -5.620 -0.625 0.00 0.00 0.00 0.108
H -6.044 -3.359 -1.511 0.01 0.00 0.01 0.108
H -4.839 -1.407 -0.616 0.01 -0.01 0.00 0.101
S 2.583 -2.727 2.332 -0.12 0.09 -0.05 0.008
Sb 2.285 -4.038 0.345 0.03 -0.03 0.02 0.508
S 2.987 -1.767 -0.208 0.15 0.08 -0.14 -0.012
S -0.076 -3.618 0.222 -0.08 0.09 0.04 -0.112
F -0.119 0.397 0.382 0.12 -0.08 0.01 -0.525
F -4.737 0.751 -6.184 -0.11 0.06 0.15 0.153
C -4.735 0.916 -4.849 0.03 -0.03 0.01 -0.581
F -5.753 0.198 -4.345 0.03 0.15 -0.13 0.140
F -4.988 2.218 -4.605 -0.09 -0.14 -0.08 0.138
C -3.419 0.508 -4.253 0.09 -0.07 0.03 -0.122
C -3.289 -0.704 -3.591 0.00 -0.03 -0.03 0.002
C -2.068 -1.048 -3.036 0.01 -0.02 0.02 -0.085
C -0.972 -0.190 -3.142 -0.07 0.03 0.18 -0.356
C -1.110 1.013 -3.827 -0.02 0.00 -0.04 -0.059
C -2.332 1.359 -4.385 0.04 0.03 -0.01 -0.005
P 0.546 -0.760 -2.302 0.24 -0.16 0.17 1.031
C 1.701 0.657 -2.343 -0.05 0.09 -0.02 -0.380
C 1.297 1.867 -1.772 0.03 -0.01 0.00 -0.091
C 2.181 2.929 -1.658 -0.07 -0.01 0.05 0.001
C 3.486 2.786 -2.105 -0.03 -0.01 0.00 -0.131
C 3.910 1.588 -2.659 0.04 -0.04 -0.04 -0.003
C 3.022 0.529 -2.775 -0.01 -0.04 0.02 -0.092
C 4.466 3.910 -1.920 0.02 0.05 0.00 -0.566
F 3.855 5.108 -1.896 0.20 -0.17 0.04 0.144
F 5.385 3.933 -2.899 -0.07 0.07 0.20 0.148
F 5.137 3.778 -0.745 -0.11 0.13 -0.30 0.127
C 1.183 -1.905 -3.574 0.01 0.06 -0.08 -0.357
C 1.231 -3.266 -3.297 -0.02 0.00 0.01 -0.097
C 1.647 -4.169 -4.265 -0.01 -0.06 0.05 0.007
C 2.014 -3.706 -5.517 -0.03 0.06 0.01 -0.110
C 1.952 -2.350 -5.817 0.01 0.00 0.00 0.012
C 1.530 -1.456 -4.850 0.01 -0.01 0.00 -0.066
C 2.513 -4.676 -6.552 -0.01 -0.02 -0.02 -0.574
F 2.256 -4.244 -7.800 0.10 -0.21 0.23 0.143
F 3.849 -4.838 -6.445 -0.23 -0.05 -0.12 0.146
F 1.947 -5.889 -6.402 0.18 0.22 -0.15 0.141
H -4.140 -1.365 -3.494 0.03 0.01 0.00 0.123
H -1.976 -1.984 -2.491 0.00 0.04 -0.02 0.111
H -0.272 1.690 -3.928 0.01 -0.01 0.01 0.107
H -2.442 2.300 -4.912 0.00 -0.03 0.02 0.132
H 0.289 1.982 -1.396 -0.02 0.00 0.01 0.100
H 1.855 3.860 -1.209 0.01 -0.02 -0.01 0.122
H 4.931 1.477 -3.005 -0.06 0.01 0.01 0.131
H 3.371 -0.406 -3.196 -0.02 0.02 -0.01 0.104
H 0.898 -3.623 -2.330 0.01 0.00 -0.03 0.012
H 1.671 -5.231 -4.051 0.00 0.07 -0.01 0.129
H 2.218 -2.002 -6.807 -0.01 -0.01 0.04 0.129
H 1.464 -0.402 -5.093 0.01 -0.01 0.01 0.117
```
Forces are in eV/Å.